Arrangement A

Entry from the OMol25 dataset: C5H8OS as an isolated structure (wB97M-V/def2-TZVPD).

Last column: natural (NBO) charge in e.
Atoms and positions in Å:
1 C 1.92 -1.37 -0.25  -0.64
2 C 1.03 -0.48 0.50  -0.06
3 C -1.03 0.71 -0.09  0.19
4 C -0.84 2.06 -0.16  -0.39
5 C -2.39 0.08 0.14  -0.31
6 H 2.76 -1.55 0.54  0.21
7 H 2.39 -1.00 -1.15  0.23
8 H 1.30 -2.26 -0.58  0.23
9 H 0.49 -0.94 1.34  0.19
10 H 1.47 0.52 0.77  0.18
11 H 0.21 2.36 -0.93  0.23
12 H -1.61 2.87 0.02  0.22
13 H -3.14 0.57 0.61  0.20
14 O 0.05 -0.06 -0.58  -0.56
15 S -2.62 -1.50 -0.17  0.06

Output
HOMO level ... -8.74 eV
HOMO-LUMO gap ... 7.97 eV
2S+1 ... 1


Arrangement B

Entry from the OMol25 dataset: a 2-piece molecular cluster, C5H8OS overall (wB97M-V/def2-TZVPD).

Last column: natural (NBO) charge in e.
Atoms and positions in Å:
1 C 1.28 1.61 -0.90  -0.59
2 C 0.63 0.35 -0.33  -0.32
3 C 0.50 -0.92 -1.23  -0.58
4 C 0.51 0.08 0.92  0.70
5 O 0.39 -0.18 2.05  -0.49
6 H 2.35 1.51 -0.76  0.21
7 H 0.94 2.43 -0.39  0.22
8 H 0.98 1.81 -1.98  0.22
9 H 0.03 -1.76 -0.72  0.21
10 H 1.46 -1.11 -1.61  0.21
11 H -0.25 -0.68 -2.11  0.21
12 C -2.17 -0.93 1.88  -0.45
13 S -2.65 0.39 1.09  0.04
14 H -1.42 -1.60 1.31  0.20
15 H -2.58 -1.00 2.79  0.19

Output
HOMO level ... -8.23 eV
HOMO-LUMO gap ... 8.16 eV
2S+1 ... 1


arrangement B is the most stable structure; the next one sits 0.428 eV above it.


Arrangement A

Entry from the OMol25 dataset: a single C2H6P2 molecule (wB97M-V/def2-TZVPD).

Last column: natural (NBO) charge in e.
Atoms and positions in Å:
1 P -1.96 -0.44 0.11  0.28
2 C -0.14 0.10 -0.46  -0.72
3 C 0.79 0.80 0.47  -0.71
4 P 1.28 -0.90 0.10  0.50
5 H -1.59 -0.64 1.41  -0.03
6 H -1.89 -1.64 -0.64  -0.01
7 H -0.35 0.45 -1.57  0.25
8 H 1.36 1.67 0.03  0.25
9 H 0.29 1.15 1.49  0.23
10 H 2.21 -0.56 -0.93  -0.04

Output
HOMO level ... -9.02 eV
HOMO-LUMO gap ... 10.06 eV
2S+1 ... 1


Arrangement B

Entry from the OMol25 dataset: a single C2H6P2 molecule (wB97M-V/def2-TZVPD).

Last column: natural (NBO) charge in e.
Atoms and positions in Å:
1 H 0.65 1.28 2.20  -0.07
2 P 0.54 -0.04 1.95  0.42
3 C 0.10 -0.05 0.33  -0.66
4 C 0.09 -1.27 -0.62  -0.65
5 P -0.09 1.40 -0.69  0.36
6 H -0.90 -1.71 -0.84  0.23
7 H 0.70 -2.01 -0.10  0.23
8 H 0.47 -1.01 -1.51  0.21
9 H -0.14 2.28 0.28  -0.04
10 H -1.41 1.13 -1.00  -0.02

Output
HOMO level ... -8.57 eV
HOMO-LUMO gap ... 8.71 eV
2S+1 ... 1


arrangement B is the most stable structure; the next one sits 0.099 eV above it.


Arrangement A

Entry from the OMol25 dataset: a 2-piece molecular cluster, C5H14 overall (wB97M-V/def2-TZVPD).

Last column: natural (NBO) charge in e.
Atoms and positions in Å:
1 C -1.80 -0.15 1.85  -0.60
2 C -1.00 1.14 1.70  -0.41
3 C 0.36 1.08 1.07  -0.61
4 H -1.13 -1.03 1.56  0.19
5 H -2.57 -0.28 1.20  0.20
6 H -2.23 -0.44 2.78  0.21
7 H -1.69 1.85 1.15  0.20
8 H -0.96 1.46 2.73  0.20
9 H 1.01 0.41 1.66  0.20
10 H 0.43 0.86 0.06  0.21
11 H 0.79 2.07 1.06  0.21
12 C 1.35 -1.51 -1.61  -0.63
13 C 0.88 -0.31 -2.42  -0.64
14 H 2.38 -1.21 -1.22  0.22
15 H 0.63 -1.84 -0.81  0.22
16 H 1.37 -2.31 -2.42  0.21
17 H 1.32 0.67 -2.25  0.20
18 H 1.07 -0.36 -3.47  0.21
19 H -0.22 -0.10 -2.62  0.21

Output
HOMO level ... -11.19 eV
HOMO-LUMO gap ... 12.30 eV
2S+1 ... 1


Arrangement B

Entry from the OMol25 dataset: a 2-piece molecular cluster, C5H14 overall (wB97M-V/def2-TZVPD).

Last column: natural (NBO) charge in e.
Atoms and positions in Å:
1 C 2.15 -0.35 0.28  -0.61
2 C 1.43 -1.61 -0.16  -0.40
3 C 1.45 -2.62 0.97  -0.60
4 H 3.15 -0.63 0.66  0.20
5 H 2.42 0.36 -0.50  0.21
6 H 1.68 0.13 1.13  0.20
7 H 0.38 -1.41 -0.37  0.19
8 H 1.86 -2.04 -1.07  0.20
9 H 0.84 -3.51 0.81  0.21
10 H 1.15 -2.15 1.91  0.20
11 H 2.47 -2.98 1.17  0.20
12 C -2.15 1.66 -1.20  -0.61
13 C -2.60 2.52 -0.01  -0.61
14 H -1.63 2.28 -1.93  0.20
15 H -1.47 0.86 -0.93  0.20
16 H -3.03 1.25 -1.69  0.20
17 H -1.83 3.23 0.27  0.20
18 H -2.79 1.91 0.87  0.20
19 H -3.49 3.09 -0.24  0.20

Output
HOMO level ... -11.44 eV
HOMO-LUMO gap ... 12.49 eV
2S+1 ... 1


arrangement B is the most stable structure; the next one sits 1.199 eV above it.


Arrangement A

Entry from the OMol25 dataset: a 2-piece molecular cluster, C5H14 overall (wB97M-V/def2-TZVPD).

Last column: natural (NBO) charge in e.
Atoms and positions in Å:
1 C -1.14 1.66 0.08  -0.61
2 C -0.85 1.53 1.56  -0.39
3 C -1.08 0.18 2.24  -0.60
4 H -0.73 0.83 -0.51  0.21
5 H -0.80 2.61 -0.33  0.21
6 H -2.21 1.45 -0.08  0.20
7 H 0.18 1.81 1.79  0.19
8 H -1.43 2.29 2.10  0.19
9 H -2.07 -0.22 2.00  0.20
10 H -0.34 -0.54 1.87  0.20
11 H -1.07 0.31 3.32  0.21
12 C 0.82 -1.00 -1.59  -0.61
13 C 2.03 -1.92 -1.88  -0.60
14 H 1.08 0.01 -1.91  0.21
15 H 0.03 -1.41 -2.23  0.20
16 H 0.48 -1.13 -0.57  0.20
17 H 2.15 -2.02 -2.96  0.20
18 H 1.94 -2.89 -1.40  0.20
19 H 3.00 -1.54 -1.54  0.20

Output
HOMO level ... -11.06 eV
HOMO-LUMO gap ... 12.13 eV
2S+1 ... 1


Arrangement B

Entry from the OMol25 dataset: a 2-piece molecular cluster, C5H14 overall (wB97M-V/def2-TZVPD).

Last column: natural (NBO) charge in e.
Atoms and positions in Å:
1 C 1.14 0.32 1.25  -0.61
2 C 1.81 0.59 -0.17  -0.40
3 C 2.13 -0.65 -1.00  -0.63
4 H 1.73 -0.41 1.88  0.20
5 H 0.13 -0.09 1.07  0.21
6 H 1.23 1.26 1.77  0.21
7 H 1.23 1.35 -0.72  0.20
8 H 2.73 1.02 0.09  0.19
9 H 1.35 -1.41 -0.86  0.20
10 H 2.08 -0.59 -2.09  0.21
11 H 3.09 -1.18 -0.87  0.21
12 C -2.74 -0.54 0.47  -0.59
13 C -2.16 0.35 -0.58  -0.62
14 H -3.69 -0.37 0.77  0.20
15 H -2.66 -1.59 0.16  0.20
16 H -2.15 -0.33 1.50  0.19
17 H -2.89 0.54 -1.40  0.20
18 H -1.20 0.03 -0.97  0.21
19 H -2.11 1.36 -0.18  0.20

Output
HOMO level ... -11.13 eV
HOMO-LUMO gap ... 12.28 eV
2S+1 ... 1


Arrangement C

Entry from the OMol25 dataset: a 2-piece molecular cluster, C5H14 overall (wB97M-V/def2-TZVPD).

Last column: natural (NBO) charge in e.
Atoms and positions in Å:
1 C 0.95 -0.91 3.14  -0.62
2 C 0.93 0.22 1.99  -0.40
3 C -0.01 -0.24 0.84  -0.61
4 H 1.87 -1.42 3.07  0.21
5 H 0.24 -1.70 3.02  0.21
6 H 1.06 -0.52 4.17  0.21
7 H 0.60 1.22 2.46  0.21
8 H 2.06 0.38 1.53  0.19
9 H 0.19 0.19 -0.07  0.21
10 H -0.13 -1.41 0.70  0.19
11 H -0.96 0.11 0.95  0.20
12 C -1.59 0.15 -2.80  -0.62
13 C -0.30 0.91 -2.65  -0.61
14 H -2.37 0.84 -3.18  0.21
15 H -1.37 -0.61 -3.55  0.21
16 H -1.87 -0.31 -1.87  0.21
17 H 0.20 1.47 -3.42  0.22
18 H 0.66 0.09 -2.60  0.18
19 H -0.15 1.54 -1.73  0.20

Output
HOMO level ... -10.98 eV
HOMO-LUMO gap ... 12.14 eV
2S+1 ... 1


Arrangement D

Entry from the OMol25 dataset: a 2-piece molecular cluster, C5H14 overall (wB97M-V/def2-TZVPD).

Last column: natural (NBO) charge in e.
Atoms and positions in Å:
1 C -0.43 1.66 -0.02  -0.61
2 C 0.51 1.94 1.16  -0.41
3 C 1.47 0.78 1.41  -0.62
4 H -1.29 2.33 -0.12  0.21
5 H 0.12 1.75 -0.95  0.21
6 H -0.94 0.70 0.10  0.20
7 H 0.02 2.32 2.05  0.20
8 H 1.09 2.82 0.85  0.19
9 H 1.33 -0.03 0.71  0.21
10 H 1.28 0.35 2.39  0.21
11 H 2.51 1.11 1.48  0.21
12 C -0.16 -1.84 -1.64  -0.62
13 C -1.27 -2.13 -0.63  -0.62
14 H 0.83 -1.87 -1.18  0.20
15 H -0.10 -2.56 -2.46  0.21
16 H -0.22 -0.84 -2.09  0.21
17 H -1.85 -1.24 -0.38  0.20
18 H -0.91 -2.44 0.35  0.21
19 H -2.00 -2.82 -1.02  0.21

Output
HOMO level ... -11.14 eV
HOMO-LUMO gap ... 12.29 eV
2S+1 ... 1


arrangement A is the most stable structure; the next one sits 0.117 eV above it.


Arrangement A

Entry from the OMol25 dataset: a 2-piece molecular cluster, C5H14 overall (wB97M-V/def2-TZVPD).

Last column: natural (NBO) charge in e.
Atoms and positions in Å:
1 C 0.96 1.37 1.67  -0.60
2 C 1.26 2.18 0.43  -0.42
3 C 1.41 1.53 -0.94  -0.62
4 H 1.73 0.56 1.99  0.20
5 H 0.92 1.77 2.60  0.21
6 H -0.04 0.88 1.41  0.19
7 H 2.24 2.69 0.67  0.20
8 H 0.41 2.90 0.33  0.20
9 H 1.04 2.29 -1.76  0.22
10 H 1.06 0.37 -0.93  0.21
11 H 2.41 1.28 -1.20  0.21
12 C -1.33 -1.68 -0.37  -0.64
13 C -2.10 -2.88 -0.78  -0.63
14 H -1.78 -0.73 -0.66  0.21
15 H -1.08 -1.30 0.70  0.22
16 H -0.20 -1.64 -0.69  0.20
17 H -1.57 -3.47 -1.61  0.22
18 H -3.14 -2.60 -1.00  0.21
19 H -2.19 -3.51 0.15  0.21

Output
HOMO level ... -10.75 eV
HOMO-LUMO gap ... 11.85 eV
2S+1 ... 1


Arrangement B

Entry from the OMol25 dataset: a 2-piece molecular cluster, C5H14 overall (wB97M-V/def2-TZVPD).

Last column: natural (NBO) charge in e.
Atoms and positions in Å:
1 C 1.82 0.20 -2.75  -0.61
2 C 0.98 0.89 -1.68  -0.41
3 C 1.03 0.17 -0.32  -0.61
4 H 2.39 0.90 -3.36  0.21
5 H 2.57 -0.46 -2.31  0.20
6 H 1.19 -0.39 -3.43  0.21
7 H 1.37 1.90 -1.54  0.20
8 H -0.06 1.09 -1.92  0.20
9 H 1.55 0.75 0.44  0.21
10 H 0.04 0.07 0.11  0.21
11 H 1.46 -0.83 -0.40  0.20
12 C -1.53 -1.02 2.67  -0.61
13 C -2.06 -0.08 1.60  -0.61
14 H -2.32 -1.72 2.95  0.20
15 H -0.68 -1.63 2.37  0.20
16 H -1.22 -0.45 3.55  0.20
17 H -1.32 0.56 1.13  0.20
18 H -2.68 0.68 2.09  0.21
19 H -2.53 -0.62 0.79  0.20

Output
HOMO level ... -11.03 eV
HOMO-LUMO gap ... 12.21 eV
2S+1 ... 1


arrangement B is the most stable structure; the next one sits 1.598 eV above it.


Arrangement A

Entry from the OMol25 dataset: a 2-piece molecular cluster, C5H14 overall (wB97M-V/def2-TZVPD).

Last column: natural (NBO) charge in e.
Atoms and positions in Å:
1 C 1.02 -0.49 1.61  -0.60
2 C -0.45 -0.69 2.03  -0.40
3 C -1.30 -1.39 0.97  -0.63
4 H 1.58 -1.41 1.47  0.21
5 H 1.06 0.14 0.73  0.20
6 H 1.39 0.14 2.42  0.21
7 H -0.89 0.27 2.30  0.20
8 H -0.54 -1.28 2.94  0.20
9 H -0.76 -1.78 0.10  0.21
10 H -2.19 -0.93 0.53  0.21
11 H -1.81 -2.25 1.42  0.20
12 C 0.03 1.76 -1.74  -0.62
13 C 0.71 0.71 -2.62  -0.62
14 H -0.07 2.71 -2.27  0.21
15 H -1.04 1.53 -1.70  0.20
16 H 0.43 1.91 -0.75  0.21
17 H 1.20 -0.12 -2.13  0.21
18 H 1.39 1.22 -3.31  0.20
19 H -0.01 0.30 -3.33  0.20

Output
HOMO level ... -11.13 eV
HOMO-LUMO gap ... 12.30 eV
2S+1 ... 1


Arrangement B

Entry from the OMol25 dataset: a 2-piece molecular cluster, C5H14 overall (wB97M-V/def2-TZVPD).

Last column: natural (NBO) charge in e.
Atoms and positions in Å:
1 C -0.28 -2.31 -0.22  -0.61
2 C -0.33 -1.35 0.98  -0.40
3 C 0.07 -2.13 2.21  -0.61
4 H 0.69 -2.85 -0.23  0.20
5 H -0.44 -1.77 -1.17  0.21
6 H -1.09 -3.03 -0.23  0.20
7 H 0.42 -0.56 0.81  0.19
8 H -1.33 -0.92 1.11  0.20
9 H 0.18 -1.46 3.06  0.21
10 H -0.66 -2.96 2.34  0.20
11 H 0.97 -2.72 2.13  0.20
12 C 0.43 2.13 -0.98  -0.61
13 C 0.05 3.40 -1.73  -0.60
14 H 1.16 1.49 -1.45  0.20
15 H 0.72 2.34 0.03  0.20
16 H -0.45 1.49 -1.02  0.20
17 H 0.96 3.91 -2.06  0.20
18 H -0.44 4.08 -1.01  0.20
19 H -0.63 3.24 -2.55  0.20

Output
HOMO level ... -11.23 eV
HOMO-LUMO gap ... 12.33 eV
2S+1 ... 1


arrangement B is the most stable structure; the next one sits 0.263 eV above it.